A) A 2-piece molecular cluster, C4H12NOS overall, computed with ωB97M-V/def2-TZVPD.

Summary:
* molar mass: 122.213 g/mol
* orbital gap: 5.00 eV
* 2S+1: 1
* charge: -1
* HOMO energy: -2.21 eV

Geometry (Å):
C  0.124  1.922  -2.190
N  0.470  0.660  -1.371
C  0.267  1.041  0.043
C  -0.317  -0.133  0.882
S  -2.173  0.096  0.662
C  -1.428  1.983  -2.539
H  0.770  1.897  -3.063
H  0.382  2.770  -1.554
H  0.031  -0.214  -1.583
H  1.265  1.015  0.473
H  -0.338  1.963  0.063
H  -0.078  -1.157  0.628
H  -0.197  0.329  1.862
H  -1.994  2.220  -1.657
H  -1.745  1.084  -3.048
H  -1.397  2.799  -3.235
H  3.663  -5.242  2.929
H  4.302  -3.968  3.113
O  4.202  -4.799  3.598


B) A 2-piece molecular cluster, C4H12NOS overall, computed with ωB97M-V/def2-TZVPD.

Summary:
* molar mass: 122.213 g/mol
* orbital gap: 6.82 eV
* 2S+1: 1
* charge: -1
* HOMO energy: -3.19 eV

Geometry (Å):
N  0.770  -0.351  -2.686
C  -0.584  -0.400  -2.013
O  -0.774  0.664  -1.228
H  0.612  -0.370  -3.688
H  1.037  0.614  -2.482
H  -1.366  -0.491  -2.814
H  -0.620  -1.363  -1.461
C  1.202  -0.907  1.328
C  -0.183  -0.362  1.674
C  -0.198  1.156  1.555
S  -1.863  1.849  1.335
H  1.293  -1.977  1.501
H  1.987  -0.413  1.899
H  1.388  -0.689  0.281
H  -0.885  -0.786  0.959
H  -0.512  -0.667  2.659
H  0.377  1.445  0.685
H  0.213  1.595  2.463
H  -1.895  1.453  0.032


Question: of the structures shown, which is the most stable? Reply: B).